C3H3NO2 | wB97M-V/def2-TZVPD

HOMO level = -9.31 eV
frontier orbital gap = 9.15 eV
lowest unoccupied orbital energy = -0.16 eV
energy relative to the best compared isomer or geometry (same formula, charge and spin) = 249.63 kJ/mol
electronic energy = -321.28257 hartree
F_max = 5.282 eV/A
2S+1 = 1

Cartesian coordinates (Å):
C  -0.87  -1.22  0.02
C  -3.31  0.17  -0.09
C  0.16  -0.24  0.00
N  -2.53  -0.11  -0.91
O  -4.12  0.48  0.70
O  -1.22  -2.28  0.25
H  0.19  0.33  -0.88
H  1.07  -0.77  0.31
H  -0.19  0.64  0.57

C3H3NO2 | wB97M-V/def2-TZVPD

HOMO level = -9.55 eV
SMILES = C#CC(=O)ON
frontier orbital gap = 9.06 eV
lowest unoccupied orbital energy = -0.49 eV
energy relative to the best compared isomer or geometry (same formula, charge and spin) = 622.50 kJ/mol
electronic energy = -321.14055 hartree
F_max = 4.955 eV/A
2S+1 = 1

Cartesian coordinates (Å):
C  -0.95  0.65  -0.29
N  1.50  0.97  0.21
O  0.60  0.18  -0.60
C  -1.02  -0.68  0.09
C  -1.55  -1.79  0.23
O  -1.38  1.72  -0.03
H  2.02  1.51  -0.49
H  2.15  0.30  0.61
H  -1.36  -2.85  0.28

C3H3NO2 | wB97M-V/def2-TZVPD

HOMO level = -11.52 eV
SMILES = N#CCOC=O
frontier orbital gap = 12.17 eV
lowest unoccupied orbital energy = 0.65 eV
energy relative to the best compared isomer or geometry (same formula, charge and spin) = 229.18 kJ/mol
electronic energy = -321.29036 hartree
F_max = 6.725 eV/A
2S+1 = 1

Cartesian coordinates (Å):
C  0.95  0.94  0.69
C  -0.61  -0.65  0.13
C  -0.53  -0.47  -1.39
H  1.92  0.80  1.15
H  -1.33  0.05  0.43
H  -0.74  -1.79  0.51
N  -0.47  -0.21  -2.57
O  0.18  1.71  0.26
O  0.64  -0.39  0.79

C3H3NO2S | wB97M-V/def2-TZVPD

HOMO level = -9.75 eV
SMILES = C=NSC(=O)C=O
frontier orbital gap = 9.58 eV
lowest unoccupied orbital energy = -0.17 eV
energy relative to the best compared isomer or geometry (same formula, charge and spin) = 269.26 kJ/mol
electronic energy = -719.47771 hartree
F_max = 1.204 eV/A
2S+1 = 1

Cartesian coordinates (Å):
C  2.23  0.35  -0.18
C  -1.38  -0.94  -0.02
C  -1.73  0.53  0.26
H  2.96  -0.46  -0.32
H  2.63  1.36  -0.17
H  -1.22  0.97  1.14
N  0.97  0.22  -0.07
O  -2.24  -1.77  -0.16
O  -2.55  1.11  -0.40
S  0.34  -1.38  -0.09

C3H3NO2S | wB97M-V/def2-TZVPD

HOMO level (alpha / beta) = -9.14 / -9.31 eV
frontier orbital gap (alpha / beta) = 8.42 / 8.38 eV
lowest unoccupied orbital energy (alpha / beta) = -0.72 / -0.93 eV
energy relative to the best compared isomer or geometry (same formula, charge and spin) = 915.28 kJ/mol
electronic energy = -719.23165 hartree
F_max = 3.911 eV/A
2S+1 = 1

Cartesian coordinates (Å):
C  -1.05  -0.14  1.54
C  -0.09  -1.29  -0.20
C  0.27  0.14  -0.34
N  -0.37  0.79  0.78
O  1.01  2.71  -0.24
O  -0.78  -1.27  1.09
S  1.17  1.48  0.44
H  -0.76  -1.71  -1.04
H  0.79  -2.04  -0.11
H  -0.19  1.32  -1.92

C3H3NO2S | wB97M-V/def2-TZVPD

HOMO level = -9.66 eV
SMILES = O=c1ccon1S
frontier orbital gap = 10.19 eV
lowest unoccupied orbital energy = 0.52 eV
energy relative to the best compared isomer or geometry (same formula, charge and spin) = 311.58 kJ/mol
electronic energy = -719.46159 hartree
F_max = 1.787 eV/A
2S+1 = 1

Cartesian coordinates (Å):
C  1.59  1.22  -0.19
C  1.90  -0.07  -0.13
C  0.66  -0.83  -0.12
H  -1.65  -0.13  1.67
H  2.23  2.10  -0.25
H  2.89  -0.48  -0.14
N  -0.33  0.14  -0.26
O  0.24  1.46  -0.20
O  0.37  -2.00  -0.07
S  -1.94  0.00  0.34

C3H3NO2S2 | wB97M-V/def2-TZVPD

HOMO level (alpha / beta) = -9.29 / -9.29 eV
frontier orbital gap (alpha / beta) = 8.05 / 8.05 eV
lowest unoccupied orbital energy (alpha / beta) = -1.24 / -1.24 eV
energy relative to the best compared isomer or geometry (same formula, charge and spin) = 453.11 kJ/mol
electronic energy = -1117.55351 hartree
F_max = 7.392 eV/A
2S+1 = 1

Cartesian coordinates (Å):
C  -1.32  0.01  0.10
C  -0.94  -1.29  -0.08
C  -0.60  1.19  -0.10
N  0.67  1.31  -0.27
O  1.67  -1.11  0.32
O  3.19  1.23  0.54
S  0.59  -2.17  -0.13
S  1.98  0.49  -0.54
H  -2.32  0.09  0.31
H  -1.86  -1.85  -0.08
H  -1.05  2.10  -0.07

C3H3NO2S2 | wB97M-V/def2-TZVPD

HOMO level (alpha / beta) = -8.90 / -8.90 eV
frontier orbital gap (alpha / beta) = 8.01 / 8.01 eV
lowest unoccupied orbital energy (alpha / beta) = -0.89 / -0.89 eV
energy relative to the best compared isomer or geometry (same formula, charge and spin) = 267.81 kJ/mol
electronic energy = -1117.62409 hartree
F_max = 2.541 eV/A
2S+1 = 1

Cartesian coordinates (Å):
C  -1.09  -0.66  -0.33
C  -0.08  -0.96  -1.22
C  -1.08  0.20  0.84
N  -0.20  0.95  1.40
O  2.12  1.96  1.61
O  2.07  0.13  -0.16
S  1.11  1.59  0.64
S  1.58  -0.61  -1.44
H  -2.05  -1.07  -0.82
H  -0.36  -1.65  -1.98
H  -2.02  0.12  1.46